# 1
{
  "formula": "C9H36BrN18O9",
  "method": "ωB97M-V with the def2-TZVPD basis set",
  "species": ["Br", "C", "O", "N", "N", "H", "H", "H", "H", "C", "O", "N", "N", "H", "H", "H", "H", "C", "O", "N", "N", "H", "H", "H", "H", "C", "O", "N", "N", "H", "H", "H", "H", "C", "O", "N", "N", "H", "H", "H", "H", "C", "O", "N", "N", "H", "H", "H", "H", "C", "O", "N", "N", "H", "H", "H", "H", "C", "O", "N", "N", "H", "H", "H", "H", "C", "O", "N", "N", "H", "H", "H", "H"],
  "xyz": [[0.756, -0.229, 0.327], [-1.469, -3.679, 0.044], [-2.193, -4.664, 0.118], [-1.658, -2.668, -0.764], [-0.493, -3.395, 0.784], [-2.470, -2.658, -1.364], [-0.976, -1.923, -0.742], [-0.008, -2.516, 0.676], [-0.071, -4.174, 1.268], [2.379, 0.013, 4.121], [2.354, 0.008, 5.388], [2.460, -1.009, 3.354], [2.316, 1.028, 3.355], [2.253, -0.730, 2.406], [2.721, -1.921, 3.703], [1.896, 0.933, 2.442], [1.760, 1.708, 3.853], [0.178, -5.354, -3.285], [0.377, -5.668, -4.437], [0.815, -4.363, -2.827], [-0.711, -5.784, -2.468], [0.458, -4.045, -1.938], [1.405, -3.889, -3.496], [-0.747, -5.443, -1.518], [-1.229, -6.635, -2.632], [3.527, -0.310, -2.609], [4.399, -0.277, -3.489], [2.485, 0.431, -2.508], [3.680, -1.065, -1.590], [1.927, 0.534, -1.672], [2.250, 1.031, -3.286], [2.906, -1.008, -0.943], [4.598, -1.484, -1.553], [-0.299, 4.018, 3.055], [0.372, 3.137, 3.627], [-1.511, 3.794, 2.563], [-0.020, 5.263, 3.037], [-1.807, 2.866, 2.297], [-2.080, 4.617, 2.423], [0.695, 5.549, 3.691], [-0.625, 5.965, 2.635], [1.865, 3.798, -1.124], [2.718, 4.611, -1.473], [1.843, 3.314, 0.104], [0.982, 3.136, -1.926], [2.664, 3.451, 0.676], [1.004, 2.905, 0.492], [0.961, 3.422, -2.894], [0.510, 2.295, -1.627], [-1.148, 0.097, -3.628], [-0.785, 1.275, -3.533], [-2.335, -0.403, -3.771], [-0.280, -0.803, -3.492], [-3.178, 0.150, -3.836], [-2.257, -1.349, -4.117], [-0.533, -1.759, -3.288], [0.526, -0.455, -2.993], [-3.430, 1.783, -0.251], [-4.411, 2.307, 0.226], [-2.804, 2.371, -1.261], [-2.798, 0.739, 0.114], [-2.039, 1.819, -1.621], [-3.212, 3.145, -1.764], [-3.341, 0.545, 0.943], [-1.826, 0.823, 0.377], [-1.396, -0.525, 3.923], [-1.940, -0.749, 4.976], [-0.807, -1.384, 3.105], [-1.381, 0.676, 3.395], [-0.344, -1.096, 2.255], [-0.586, -2.258, 3.559], [-1.948, 1.350, 3.890], [-0.895, 0.763, 2.514]],
  "forces_ev_per_a": [[-0.19, 0.21, -0.16], [-4.14, -1.16, -1.29], [0.00, -1.06, -0.30], [-1.54, 2.11, -3.46], [5.73, -0.81, 4.56], [0.25, 0.28, 0.20], [-0.59, 0.37, -0.40], [0.36, -0.26, 0.28], [0.09, 0.45, 0.33], [0.18, -1.84, 6.62], [0.34, 0.12, -2.39], [0.60, -5.09, -1.89], [-1.56, 7.25, -1.31], [0.47, -1.73, -0.24], [-0.31, 0.19, -0.42], [0.26, -0.09, -0.13], [0.27, 1.06, -0.20], [-0.14, -1.12, -3.88], [-0.19, -1.99, -2.14], [3.15, 4.79, 2.84], [-3.81, -3.04, 3.01], [1.02, 1.05, -0.23], [-0.01, 0.34, 0.67], [-0.33, -0.27, -0.11], [0.19, 0.30, -0.17], [3.99, 0.41, -2.96], [-0.70, 0.30, -0.63], [-4.30, 3.43, -1.64], [0.52, -3.00, 3.23], [0.31, -0.03, 0.01], [0.12, 0.07, 0.24], [0.84, -0.85, 0.90], [-0.53, -0.30, 0.78], [-0.18, -4.59, 2.08], [-0.09, 0.99, -1.14], [-1.98, -0.76, -1.29], [2.35, 5.00, 0.61], [-0.20, 0.46, 0.14], [-0.35, -0.81, -0.42], [-0.02, 0.22, -0.34], [0.35, -0.22, 0.11], [1.23, -0.22, -1.45], [-0.78, -0.08, -0.49], [-0.06, -0.61, 2.93], [-0.29, 0.97, -0.99], [-0.47, 0.17, 0.08], [0.45, -0.13, 0.04], [-0.29, -0.31, 0.21], [0.08, 0.30, -0.27], [-0.28, 4.85, 0.57], [-1.04, 0.98, 0.07], [-3.84, -0.89, -0.90], [5.39, -4.78, 1.07], [0.32, -0.21, -0.30], [-1.21, 0.16, 0.01], [0.14, 0.08, 0.01], [0.55, -0.43, -0.39], [-1.22, 5.92, -2.86], [-1.81, -0.42, 1.24], [1.28, 0.82, -2.06], [0.87, -5.25, 4.08], [-0.03, 0.71, -0.92], [0.30, -0.28, 0.17], [0.40, -1.46, 0.72], [0.32, -0.09, -0.52], [-0.49, 0.05, 0.21], [-0.47, -0.96, 1.40], [0.72, -2.93, 0.02], [-0.55, 2.60, -0.87], [0.07, -0.19, 0.38], [0.14, 0.00, -0.56], [0.55, 0.33, -0.48], [-0.17, 0.93, 0.34]],
  "lowdin_charge": [0.265, -0.842, 0.019, 0.169, 0.166, 0.120, 0.002, -0.029, 0.137, -0.787, -0.019, 0.152, 0.153, 0.005, 0.124, 0.007, 0.074, -0.853, 0.025, 0.172, 0.194, 0.091, 0.134, 0.078, 0.128, -0.810, -0.003, 0.145, 0.164, -0.049, 0.121, 0.009, 0.129, -0.741, 0.001, 0.176, 0.176, 0.082, 0.111, 0.131, 0.119, -0.716, 0.010, 0.153, 0.152, 0.119, 0.063, 0.105, 0.036, -0.799, -0.004, 0.189, 0.183, 0.125, 0.118, 0.098, 0.075, -0.827, 0.035, 0.173, 0.172, 0.062, 0.118, 0.117, 0.022, -0.770, 0.045, 0.150, 0.157, -0.065, 0.114, 0.116, 0.033],
  "lumo_energy_ev": 2.00,
  "gap_ev": 9.089,
  "total_charge": -1,
  "e_homo_ev": -7.1
}

# 2
{
  "formula": "C9H36F2Mn2N18O11P",
  "method": "ωB97M-V with the def2-TZVPD basis set",
  "species": ["Mn", "Mn", "O", "P", "O", "F", "F", "C", "O", "N", "N", "H", "H", "H", "H", "C", "O", "N", "N", "H", "H", "H", "H", "C", "O", "N", "N", "H", "H", "H", "H", "C", "O", "N", "N", "H", "H", "H", "H", "C", "O", "N", "N", "H", "H", "H", "H", "C", "O", "N", "N", "H", "H", "H", "H", "C", "O", "N", "N", "H", "H", "H", "H", "C", "O", "N", "N", "H", "H", "H", "H", "C", "O", "N", "N", "H", "H", "H", "H"],
  "xyz": [[3.947, 1.145, -0.571], [-2.662, 0.222, -1.962], [-0.662, 0.644, -1.234], [0.429, 0.510, -0.233], [1.915, 0.758, -0.389], [0.367, -0.896, 0.542], [0.121, 1.634, 0.870], [-1.415, 0.962, 4.998], [-2.417, 1.550, 4.550], [-0.307, 0.738, 4.288], [-1.417, 0.437, 6.242], [0.211, -0.102, 4.484], [-0.326, 1.148, 3.370], [-0.525, 0.099, 6.565], [-2.038, 0.798, 6.947], [-1.493, -4.661, -1.970], [-2.527, -4.757, -2.629], [-0.749, -3.539, -1.805], [-1.192, -5.653, -1.120], [-0.949, -2.769, -2.419], [-0.275, -3.315, -0.947], [-1.741, -6.493, -1.085], [-0.484, -5.555, -0.408], [-2.800, -2.145, 0.323], [-2.735, -1.347, -0.620], [-3.794, -3.060, 0.394], [-2.120, -2.045, 1.509], [-4.638, -2.905, -0.132], [-3.851, -3.642, 1.210], [-2.461, -2.804, 2.069], [-1.181, -1.698, 1.517], [-3.859, 1.758, 0.766], [-3.434, 1.272, -0.304], [-3.136, 2.391, 1.694], [-5.188, 2.001, 0.955], [-3.709, 2.649, 2.475], [-2.134, 2.432, 1.670], [-5.922, 1.729, 0.326], [-5.408, 2.606, 1.723], [-2.264, 2.562, -4.106], [-2.544, 1.841, -3.141], [-3.193, 2.873, -5.034], [-1.098, 3.207, -4.312], [-4.080, 2.403, -5.080], [-2.790, 3.377, -5.804], [-0.407, 2.974, -3.619], [-1.061, 3.880, -5.053], [4.382, -2.242, -0.660], [4.083, -1.025, -0.799], [5.372, -2.581, 0.154], [3.732, -3.286, -1.185], [5.391, -3.581, 0.262], [5.946, -1.929, 0.656], [3.984, -4.255, -1.098], [2.845, -3.128, -1.638], [1.002, -4.725, 1.603], [-0.117, -4.536, 1.151], [1.605, -5.946, 1.711], [1.909, -3.739, 1.890], [2.460, -6.118, 2.207], [1.112, -6.779, 1.431], [2.806, -4.153, 2.065], [1.810, -2.824, 1.495], [3.020, 4.077, 1.228], [3.395, 3.048, 0.633], [1.723, 4.392, 1.468], [3.746, 5.202, 1.259], [1.533, 5.262, 1.927], [1.028, 3.762, 1.127], [4.708, 5.161, 0.958], [3.461, 6.064, 1.686], [2.417, 3.436, -2.795], [3.026, 2.573, -2.167], [1.645, 4.381, -2.256], [2.547, 3.583, -4.152], [1.263, 4.174, -1.346], [1.248, 5.062, -2.875], [2.308, 4.496, -4.508], [2.605, 2.964, -4.943]],
  "forces_ev_per_a": [[-2.13, 0.51, -0.35], [0.13, 0.30, 1.90], [1.39, -0.62, 0.23], [1.81, 1.10, 0.96], [-1.80, -0.89, -0.68], [-0.38, 1.45, -0.58], [-0.56, -1.17, -0.09], [-3.62, 0.85, 0.56], [1.46, -0.07, 0.05], [1.27, -0.07, -0.96], [0.85, -0.48, 0.45], [0.26, 0.19, -0.27], [0.18, -0.43, -0.08], [-0.15, 0.08, 0.41], [-0.21, -0.02, -0.24], [-3.06, -1.24, 1.11], [1.10, 0.92, -0.90], [1.10, 1.44, -0.79], [1.33, -1.05, 0.72], [-0.17, -0.14, 0.06], [-0.08, -0.40, 0.13], [-0.26, 0.22, -0.36], [-0.23, 0.09, -0.21], [-1.63, 0.17, 1.62], [0.74, 0.33, -1.21], [0.23, 0.22, -0.42], [-0.73, -0.15, -1.67], [0.16, -0.26, -0.23], [-0.28, -0.21, -0.14], [1.16, 0.12, 1.02], [0.07, -0.32, 0.27], [-1.38, 1.91, -1.51], [0.29, -0.48, 0.17], [-0.03, -0.68, -0.39], [0.40, -0.66, 0.16], [1.09, 0.22, 0.84], [-0.11, -0.18, 0.34], [0.23, -0.15, -0.05], [-0.61, -0.04, -0.04], [-1.55, 1.26, -1.64], [0.46, -0.94, 0.59], [0.88, -0.17, 0.34], [-0.36, -1.33, 1.29], [0.01, 0.11, -0.13], [-0.98, -0.05, -0.58], [0.55, 0.63, -0.39], [0.71, 0.15, 0.19], [0.45, 0.92, 1.05], [-0.37, 0.60, -0.63], [0.01, -1.09, -0.08], [-1.42, 0.61, -0.94], [1.13, 0.14, 0.76], [0.09, -0.16, -0.05], [0.36, 0.11, 0.14], [0.15, 0.11, -0.19], [1.02, -0.20, -0.83], [0.10, 0.25, 0.44], [-0.71, -0.85, -0.14], [-0.25, -0.25, 0.55], [-0.01, 0.17, 0.10], [-0.24, 0.15, 0.21], [0.46, 0.94, 0.00], [0.01, 0.05, 0.08], [-0.87, 1.90, -2.50], [0.46, -1.02, 0.68], [0.08, -1.39, 0.40], [2.31, -0.21, 0.27], [-0.57, -0.06, -0.01], [-0.44, -0.14, 0.51], [-0.05, -0.04, 0.27], [-0.19, -0.03, 0.09], [1.34, -0.81, -1.71], [0.10, -0.91, 0.55], [-0.38, -0.04, 0.92], [-0.36, 1.32, -0.83], [0.17, 0.61, 0.06], [-0.45, 0.14, 0.38], [-0.09, 0.05, 0.08], [0.63, -0.93, 0.84]],
  "lowdin_charge": [1.228, 1.113, -0.301, 0.379, -0.359, -0.120, -0.130, -0.691, -0.006, 0.154, 0.167, 0.105, 0.075, 0.103, 0.122, -0.694, 0.019, 0.151, 0.162, 0.084, 0.060, 0.120, 0.048, -0.588, -0.089, 0.212, 0.210, 0.134, 0.119, 0.106, 0.068, -0.573, -0.076, 0.205, 0.186, 0.107, 0.095, 0.124, 0.112, -0.595, -0.059, 0.209, 0.201, 0.137, 0.119, 0.098, 0.123, -0.620, -0.087, 0.203, 0.208, 0.121, 0.133, 0.130, 0.124, -0.639, 0.004, 0.169, 0.157, 0.107, 0.121, 0.087, 0.079, -0.603, -0.061, 0.183, 0.190, 0.120, 0.080, 0.130, 0.124, -0.631, -0.030, 0.199, 0.170, 0.109, 0.116, 0.105, 0.124],
  "spin_multiplicity": 11,
  "lumo_energy_ev": [-7.68, -8.06],
  "gap_ev": [7.182, 6.798],
  "total_charge": 3,
  "e_homo_ev": [-14.9, -14.9]
}

# 3
{
  "formula": "C9H36N18NaO17S2V",
  "method": "ωB97M-V with the def2-TZVPD basis set",
  "species": ["Na", "V", "S", "O", "O", "O", "O", "S", "O", "O", "O", "O", "C", "O", "N", "N", "H", "H", "H", "H", "C", "O", "N", "N", "H", "H", "H", "H", "C", "O", "N", "N", "H", "H", "H", "H", "C", "O", "N", "N", "H", "H", "H", "H", "C", "O", "N", "N", "H", "H", "H", "H", "C", "O", "N", "N", "H", "H", "H", "H", "C", "O", "N", "N", "H", "H", "H", "H", "C", "O", "N", "N", "H", "H", "H", "H", "C", "O", "N", "N", "H", "H", "H", "H"],
  "xyz": [[-12.233, 1.742, -26.561], [-13.992, 3.074, -21.044], [-14.518, 2.916, -23.784], [-15.640, 3.569, -24.474], [-13.715, 3.862, -22.969], [-14.939, 2.106, -22.622], [-13.697, 2.149, -24.734], [-14.199, 1.378, -18.845], [-13.802, 2.833, -19.004], [-15.415, 1.308, -18.048], [-14.428, 1.177, -20.307], [-13.152, 0.539, -18.325], [-14.280, -1.014, -25.793], [-13.094, -0.895, -25.431], [-15.065, 0.076, -25.976], [-14.885, -2.233, -25.845], [-16.043, -0.042, -26.171], [-14.577, 0.895, -25.643], [-15.753, -2.367, -26.331], [-14.354, -3.043, -25.579], [-15.349, -1.951, -21.426], [-14.877, -3.047, -21.735], [-15.665, -1.622, -20.135], [-15.518, -0.940, -22.343], [-15.741, -0.631, -19.971], [-15.168, -2.179, -19.462], [-15.238, -1.311, -23.237], [-15.400, 0.045, -22.153], [-17.371, 3.254, -20.249], [-16.172, 3.264, -20.571], [-18.276, 4.067, -20.846], [-17.822, 2.602, -19.153], [-19.243, 4.033, -20.575], [-18.150, 4.685, -21.643], [-17.125, 2.055, -18.630], [-18.788, 2.683, -18.901], [-18.479, 1.654, -25.404], [-19.416, 1.112, -25.967], [-17.506, 2.357, -26.090], [-18.252, 1.633, -24.057], [-16.737, 2.796, -25.588], [-17.571, 2.310, -27.090], [-18.911, 1.169, -23.458], [-17.445, 2.030, -23.607], [-17.734, 6.476, -23.221], [-18.391, 5.841, -22.404], [-18.047, 7.804, -23.434], [-16.687, 6.021, -23.953], [-17.420, 8.468, -23.849], [-18.734, 8.138, -22.781], [-16.494, 6.564, -24.777], [-16.452, 5.022, -23.976], [-11.404, 1.267, -22.213], [-12.344, 1.893, -21.737], [-10.129, 1.436, -21.708], [-11.528, 0.423, -23.255], [-9.461, 0.696, -21.635], [-10.020, 2.389, -21.412], [-12.453, 0.204, -23.613], [-10.838, -0.152, -23.702], [-11.300, 6.030, -23.353], [-12.335, 6.618, -23.050], [-11.306, 4.691, -23.538], [-10.115, 6.664, -23.612], [-12.223, 4.280, -23.378], [-10.512, 4.133, -23.781], [-9.983, 7.655, -23.540], [-9.264, 6.136, -23.522], [-14.885, 6.198, -20.677], [-14.430, 5.062, -20.708], [-15.970, 6.516, -19.907], [-14.410, 7.240, -21.408], [-16.419, 7.398, -20.062], [-16.286, 5.943, -19.147], [-13.686, 7.060, -22.101], [-14.987, 8.055, -21.498], [-14.113, 4.828, -27.507], [-13.784, 5.243, -28.608], [-14.260, 5.652, -26.434], [-14.515, 3.530, -27.290], [-14.678, 5.309, -25.582], [-13.880, 6.579, -26.424], [-14.269, 2.851, -27.985], [-14.879, 3.277, -26.384]],
  "forces_ev_per_a": [[-0.50, -0.15, 0.71], [-2.47, -2.08, 1.75], [0.17, -0.62, 2.32], [0.86, -0.26, -0.13], [0.73, 1.91, -1.09], [-1.49, -1.60, -0.94], [0.25, 0.47, -0.38], [0.27, 0.54, 1.33], [1.06, 1.74, -0.17], [-0.28, -0.21, -0.47], [-0.50, -1.03, -1.93], [0.10, 0.10, -0.27], [-0.03, -0.61, 1.16], [-0.08, 0.37, -0.63], [0.82, -0.99, -0.88], [0.22, 0.26, -0.36], [-0.13, 0.60, 0.25], [-0.90, 0.51, 0.17], [-0.10, -0.01, 0.17], [0.09, 0.04, -0.07], [1.14, 0.16, 0.72], [-0.67, 0.37, -0.18], [-0.20, -0.15, -0.56], [-0.29, -0.98, -0.67], [0.06, -0.02, 0.38], [-0.08, 0.15, 0.19], [0.01, 0.53, -0.20], [0.07, -0.09, 0.28], [-0.08, 1.31, 0.54], [-0.28, -0.24, -0.45], [-0.43, -1.51, 0.86], [0.83, -0.61, -0.09], [0.02, -0.26, 0.27], [0.80, -0.49, 0.08], [-0.37, 0.14, -0.08], [0.06, -0.21, 0.21], [0.56, 0.30, 0.03], [0.09, -0.01, 0.21], [-0.19, -0.42, 0.04], [-0.34, -0.19, 0.28], [-0.54, -0.15, -0.47], [0.08, 0.24, -0.01], [-0.08, -0.08, -0.14], [0.04, 0.08, -0.17], [0.17, 0.83, -0.27], [-0.05, 1.45, -1.49], [-0.30, -0.34, 0.30], [-0.32, -0.13, 0.15], [0.10, -0.08, -0.02], [-0.02, 0.23, -0.11], [0.18, -0.17, -0.08], [-0.25, 0.59, 0.10], [1.02, -0.57, 0.38], [0.21, 0.70, -0.37], [-1.15, 0.61, -0.72], [-1.29, -0.36, -0.72], [0.25, 0.16, -0.03], [0.66, -0.34, 0.82], [-0.05, 0.11, 0.35], [0.58, 0.21, 0.58], [-0.16, 0.22, -0.30], [0.53, 0.37, -0.37], [0.19, 0.06, 0.08], [0.74, -0.21, -0.04], [0.11, -0.30, 0.07], [0.22, 0.16, -0.02], [-0.55, 0.08, 0.28], [-0.04, -0.05, -0.13], [-1.04, 0.94, -0.04], [1.48, -0.04, 0.27], [0.35, 0.00, -0.19], [0.04, -0.60, 0.06], [-0.07, 0.07, 0.26], [0.03, -0.37, -0.22], [-0.13, -0.09, 0.08], [0.11, 0.14, 0.04], [-0.77, 0.99, -0.92], [0.67, -0.48, 0.27], [-0.24, -0.35, 0.80], [0.60, 0.01, 0.32], [0.30, -0.04, 0.04], [0.04, 0.03, -0.35], [-0.55, 0.03, -0.27], [0.10, -0.25, -0.16]],
  "lowdin_charge": [0.707, 1.160, 0.407, -0.359, -0.395, -0.365, -0.362, 0.315, -0.396, -0.322, -0.427, -0.296, -0.655, -0.027, 0.185, 0.182, 0.105, 0.029, 0.109, 0.118, -0.666, -0.011, 0.167, 0.168, 0.059, 0.108, 0.066, 0.051, -0.598, -0.050, 0.164, 0.180, 0.098, -0.020, 0.080, 0.096, -0.682, 0.017, 0.140, 0.178, 0.023, 0.097, 0.107, 0.069, -0.603, 0.029, 0.153, 0.192, 0.092, 0.101, 0.097, 0.065, -0.582, -0.018, 0.171, 0.203, 0.102, 0.103, 0.078, 0.111, -0.635, 0.008, 0.173, 0.156, 0.028, 0.095, 0.103, 0.092, -0.577, -0.045, 0.197, 0.188, 0.097, 0.119, 0.047, 0.096, -0.666, 0.032, 0.183, 0.162, 0.059, 0.111, 0.097, 0.033],
  "spin_multiplicity": 3,
  "lumo_energy_ev": [-1.82, -1.82],
  "gap_ev": [6.573, 6.686],
  "e_homo_ev": [-8.4, -8.5]
}